A structure of composition C36H45N4O7SSiW in a non-equilibrium geometry, computed with wB97M-V/def2-TZVPD.

```
95
Properties=species:S:1:pos:R:3:forces:R:3
W 0.713428 -0.450893 0.269894 -0.4 1.4 -0.5
O 0.758457 -0.602829 2.212256 0.2 -0.5 0.2
C 1.707251 -0.585506 3.164526 -0.4 0.3 0.1
C 1.301455 -0.501168 4.496838 0.2 0.0 0.0
C 2.248120 -0.393270 5.496541 0.0 0.0 0.0
C 3.609604 -0.377921 5.194727 -0.1 0.0 -0.2
C 4.007547 -0.510441 3.878744 0.0 0.0 0.3
C 3.065779 -0.629511 2.855716 0.3 0.0 -0.8
C 3.487398 -0.956561 1.479202 0.0 -0.2 0.9
N 2.688364 -1.371260 0.501685 0.1 0.0 -0.2
C 3.499627 -1.907580 -0.483753 0.2 -0.1 0.1
C 4.799764 -1.781133 -0.113109 -0.5 0.1 0.1
N 4.767649 -1.164470 1.123537 0.1 -0.1 -0.3
H 0.242444 -0.492156 4.714708 0.0 0.0 0.0
H 1.925636 -0.316449 6.526036 0.0 0.0 0.0
H 4.346330 -0.276579 5.977592 0.0 0.0 0.0
H 5.068071 -0.530166 3.663123 0.0 0.0 0.0
H 3.090344 -2.353724 -1.371985 0.0 0.1 0.0
H 5.713667 -2.047397 -0.608801 0.1 0.0 0.0
H 5.569960 -0.924763 1.679755 0.0 -0.1 0.0
O 1.266951 1.436054 -3.184840 0.1 -0.3 0.0
S 1.868499 0.583953 -2.210009 -0.2 0.2 -0.3
O 2.133521 1.125750 -0.869317 -0.1 0.3 0.0
N 0.933234 -0.667039 -1.767207 0.5 -0.3 0.4
C 0.434700 -1.833760 -2.350744 -0.1 0.1 0.2
C 0.265934 -2.116669 -3.674326 -0.1 -0.2 -0.2
C -0.229314 -3.386763 -4.069338 0.1 0.3 0.0
C -0.538605 -4.343180 -3.149924 0.0 0.0 0.2
C -0.409960 -4.061354 -1.763428 -0.1 -0.3 0.0
C -0.706797 -4.998058 -0.737291 0.0 0.0 -0.3
C -0.566420 -4.648418 0.571358 0.1 0.5 0.2
C -0.164709 -3.333890 0.892859 -0.3 -0.4 0.0
N 0.092770 -2.434644 -0.039472 0.2 -0.1 -0.1
C 0.033626 -2.796076 -1.372573 0.0 0.1 -0.1
C 3.425169 0.088090 -2.867699 0.1 0.0 0.0
C 3.548442 -0.938328 -3.792666 0.0 0.0 0.0
C 4.794369 -1.203286 -4.340555 0.0 0.0 0.0
C 5.890919 -0.431707 -3.982987 0.0 0.0 0.0
C 5.748918 0.603297 -3.069178 0.0 0.0 0.0
C 4.513485 0.871422 -2.501662 0.0 -0.1 0.0
H 0.494356 -1.367378 -4.421238 0.0 0.0 0.0
H -0.357476 -3.592347 -5.122727 0.0 0.0 0.0
H -0.897982 -5.314504 -3.459842 0.0 0.0 0.0
H -1.043540 -5.990055 -1.008508 0.0 0.0 0.0
H -0.770787 -5.342045 1.373226 0.0 0.0 0.0
H -0.089400 -3.002031 1.922779 0.0 0.0 -0.1
H 2.700543 -1.543247 -4.077257 0.0 0.0 0.0
H 4.905148 -2.007513 -5.054392 0.0 0.0 0.0
H 6.855992 -0.628839 -4.429167 0.0 0.0 0.0
H 6.604490 1.206759 -2.798791 0.0 0.0 0.0
H 4.395256 1.668448 -1.782207 0.0 0.0 0.0
C -3.259192 2.839028 3.265320 0.0 0.0 0.0
C -1.749169 2.919040 3.082439 -0.1 0.0 0.0
C -1.051762 1.802688 3.845325 0.0 0.0 0.0
C -1.232280 4.284068 3.509805 0.0 0.0 0.1
O -1.413205 2.800926 1.699922 0.1 -0.1 -0.2
Si -1.822904 1.938487 0.403024 -0.1 0.2 -0.1
O -0.543808 0.943454 0.062610 0.4 -0.8 0.4
O -2.064881 2.993377 -0.784059 0.3 0.2 0.1
C -2.549612 2.950963 -2.131285 0.0 -0.2 0.0
C -4.059044 2.750445 -2.093084 0.0 0.0 -0.1
C -2.209031 4.302561 -2.736265 0.1 0.0 -0.1
C -1.854272 1.818714 -2.888698 0.1 0.1 0.1
O -3.157981 1.051613 0.600391 -0.2 -0.2 0.2
C -3.589767 -0.304331 0.604574 0.0 0.0 0.0
C -3.243841 -0.963766 -0.724401 0.2 -0.1 -0.1
C -5.101669 -0.250122 0.774252 0.0 -0.1 0.0
C -2.953957 -1.047259 1.773550 0.3 -0.1 0.1
H -3.516646 3.023715 4.308477 0.0 0.0 0.0
H -3.643081 1.859587 2.979490 0.0 0.0 0.0
H -3.757278 3.588626 2.649853 0.0 0.0 0.0
H -1.284263 1.858574 4.909633 0.0 0.0 0.0
H 0.030609 1.874495 3.722450 0.0 0.0 0.0
H -1.378299 0.828385 3.470887 0.0 0.0 0.0
H -1.485544 4.484418 4.551716 0.0 0.0 0.0
H -1.674717 5.061492 2.888613 0.0 0.0 0.0
H -0.148912 4.331368 3.398850 0.0 0.0 0.0
H -4.536620 3.556918 -1.537645 0.0 0.0 0.0
H -4.312455 1.809678 -1.607183 0.0 0.0 0.0
H -4.464881 2.738990 -3.105970 0.0 0.0 0.0
H -2.614645 5.101762 -2.117455 0.0 0.0 0.0
H -2.630966 4.389697 -3.738386 0.0 0.0 0.0
H -1.128792 4.433516 -2.801413 0.0 0.0 0.0
H -2.087328 0.848661 -2.439402 0.0 0.1 0.0
H -0.766977 1.952738 -2.874463 -0.4 0.0 0.0
H -2.186416 1.798642 -3.927156 0.0 0.0 0.0
H -3.736269 -0.443004 -1.546589 0.0 0.0 0.0
H -3.576808 -2.003705 -0.732833 0.0 0.0 0.0
H -2.164130 -0.942058 -0.910302 -0.1 0.0 0.1
H -5.551180 0.333081 -0.028599 0.0 0.0 0.0
H -5.360158 0.220453 1.722436 0.0 0.0 0.0
H -5.529282 -1.253797 0.756384 0.0 0.0 0.0
H -1.854719 -0.985519 1.748012 -0.3 0.0 -0.1
H -3.238666 -2.102372 1.755011 0.0 0.0 0.0
H -3.287431 -0.623089 2.722014 0.0 0.0 0.0
```
Forces are in eV/Å.

Values from the calculation:
* relative energy (zero: lowest compared OMol25 entry of this formula, charge and spin): 17.4 kcal/mol
* 2S+1: 3
* frontier orbital gap (spin up / spin down): 0.246 / 0.280 Ha
* net charge: +1
* total energy: -78896.870 eV
* ⟨S²⟩: 2.015
* max |F|: 1.5 eV/A